# C30H22Cl2N6O3S2SeW

C30H22Cl2N6O3S2SeW as an isolated structure in a non-equilibrium geometry (ωB97M-V with the def2-TZVPD basis set, the Open Molecules 2025 dataset).

XYZ file:
```
67
Properties=species:S:1:pos:R:3:forces:R:3
W -0.89501 -0.21436 -0.70221 -0.8 -1.4 -0.1
S -2.28888 -4.60539 -0.13479 0.0 -0.1 -0.1
C -1.98764 -4.01830 1.46389 0.0 -0.1 0.0
C -2.12299 -4.72263 2.65456 0.0 0.0 0.0
C -1.89837 -4.04466 3.83438 0.0 -0.1 0.0
C -1.56505 -2.69033 3.81411 0.0 0.1 0.0
C -1.42515 -1.99200 2.62934 0.0 -0.1 0.1
C -1.61780 -2.67177 1.42580 0.0 0.1 0.0
N -1.54585 -2.16236 0.11967 -0.2 0.1 0.3
C -1.91107 -3.05337 -0.76466 0.0 -0.1 0.0
C -1.99853 -2.67298 -2.15176 0.0 -0.1 -0.1
C -2.40385 -3.55452 -3.15221 0.0 0.0 -0.1
C -2.52544 -3.08912 -4.44453 -0.1 -0.2 0.0
C -2.25887 -1.75400 -4.71534 0.0 0.2 -0.2
C -1.85356 -0.88727 -3.71428 0.0 -0.3 0.0
C -1.69640 -1.32410 -2.39682 0.0 0.4 -0.1
H -2.40607 -5.76799 2.65299 0.0 0.0 0.0
H -1.99683 -4.56239 4.78023 0.0 0.0 0.0
H -1.41286 -2.16814 4.75177 0.0 0.0 -0.1
H -1.17936 -0.94702 2.64119 0.0 0.1 0.0
H -2.62945 -4.59211 -2.93162 0.0 0.0 0.1
H -2.83771 -3.75761 -5.23738 0.0 0.0 0.0
H -2.37381 -1.38269 -5.72745 0.0 0.0 0.0
H -1.67606 0.14136 -3.97494 0.0 0.1 0.0
Se -3.10549 0.57676 0.04859 0.2 -0.2 0.4
C -2.67448 2.13072 1.09828 0.0 0.1 0.0
C -2.64768 2.02003 2.48523 0.0 0.0 0.0
C -2.28894 3.11260 3.26419 0.0 0.0 0.0
C -1.95903 4.31985 2.66536 0.0 0.0 0.0
C -1.98844 4.43205 1.28186 0.0 0.0 0.0
C -2.34577 3.34203 0.50044 0.0 0.0 0.0
H -2.90155 1.07677 2.95595 0.0 0.0 0.0
H -2.26479 3.01831 4.34386 0.0 0.0 -0.1
H -1.67403 5.16879 3.27542 0.0 0.0 0.0
H -1.72129 5.36583 0.80133 0.0 0.0 0.0
H -2.34683 3.42263 -0.57774 0.0 0.0 -0.1
C 4.24483 2.02571 -1.15866 0.1 0.0 0.0
C 3.91532 0.75479 -0.45329 0.0 0.0 0.0
C 4.57707 0.24771 0.63142 -0.1 0.1 -0.1
C 4.14523 -0.98344 1.14519 0.1 0.0 0.1
N 3.12455 -1.65986 0.63343 0.0 0.0 0.0
C 2.46272 -1.13486 -0.39827 0.1 -0.1 0.1
S 1.10247 -1.91593 -1.09066 -0.1 0.2 0.0
N 2.87923 0.03942 -0.93322 -0.1 0.1 -0.2
C 4.84742 -1.59328 2.31653 0.0 0.0 0.0
H 4.94274 2.61394 -0.56797 0.0 0.0 0.0
H 3.34801 2.61429 -1.34824 -0.1 0.0 0.0
H 4.69827 1.80241 -2.12738 0.0 0.0 0.0
H 5.39125 0.79437 1.08428 0.0 0.0 0.0
H 2.32478 0.38417 -1.72962 0.0 0.0 0.1
H 5.15133 -0.82754 3.03132 0.0 0.0 0.0
H 5.74886 -2.10632 1.96915 0.0 0.0 0.0
H 4.19933 -2.31996 2.79984 0.0 0.0 0.0
Cl -0.95116 2.55232 -5.03248 -0.1 0.0 0.0
C 0.05216 2.81650 -3.59528 0.1 -0.1 0.1
Cl 1.69197 3.27775 -4.04356 0.0 0.0 0.0
C 0.04513 1.54789 -2.73669 -0.2 -0.3 0.1
O -1.01615 1.39509 -2.01653 0.7 0.2 -0.5
O 0.96370 0.73877 -2.73657 0.1 0.5 -0.3
H -0.38684 3.62741 -3.03122 0.0 0.1 0.1
O 0.01693 -0.08787 1.15589 0.0 0.0 0.2
N 0.16479 0.98171 0.38226 0.2 0.5 0.4
C 0.88836 1.99965 0.79862 0.0 -0.1 -0.2
C 0.95065 3.14059 -0.03844 0.0 0.4 -0.2
N 1.00441 4.05813 -0.73567 0.0 -0.2 0.1
C 1.63834 1.91489 1.99801 0.2 -0.1 0.6
N 2.25919 1.80892 2.96513 -0.1 0.1 -0.3
```
Positions in Å, forces in eV/Å.

The calculation puts the relative energy (zero: lowest compared OMol25 entry of this formula, charge and spin) at 0.0000 eV. The orbital gap (spin up / spin down) comes out at 6.43 / 6.43 eV. Its net charge is 0.

=====

# C30H22ClO5PS4Y

C30H22ClO5PS4Y as an isolated structure (ωB97M-V with the def2-TZVPD basis set, the Open Molecules 2025 dataset).

XYZ file:
```
64
Properties=species:S:1:pos:R:3:forces:R:3
Y -0.40108 1.36707 -0.90271 -0.1 0.3 -0.5
O -6.01410 0.61331 -4.42193 0.1 0.0 0.0
C -4.90919 0.89570 -4.01664 0.0 0.0 0.0
S -4.52490 2.35862 -3.10993 0.0 -0.1 0.0
C -2.80568 2.05654 -2.88660 0.1 0.0 0.0
C -2.31853 0.91581 -3.41804 0.1 0.0 0.0
S -0.66497 0.31018 -3.37510 0.0 0.1 0.1
S -3.48026 -0.11693 -4.24164 -0.1 0.0 0.0
S -1.95964 3.27740 -1.94106 0.1 -0.1 -0.1
Cl 0.39546 3.75508 0.80268 0.0 0.0 0.0
C 1.92646 4.16463 -0.03678 0.0 -0.1 0.0
C 2.51938 2.98492 -0.82334 0.1 0.0 0.1
O 3.71050 3.04684 -1.07408 0.0 0.0 0.0
O 1.70416 2.05852 -1.16429 -0.2 -0.1 0.1
H 2.63330 4.49924 0.71337 0.0 0.0 0.0
H 1.70280 4.97526 -0.72498 0.0 0.0 0.0
O -1.61796 1.37175 1.10484 0.1 0.0 0.1
C -2.53017 0.71715 0.50782 -0.1 -0.1 0.1
O -2.23746 -0.05070 -0.44516 0.0 -0.1 0.0
C -3.95934 0.92504 0.88138 0.0 0.0 0.0
C -4.29255 1.76512 1.93717 0.0 0.0 0.0
C -5.62564 1.98443 2.24766 0.0 0.0 0.0
C -6.62192 1.37316 1.49756 0.0 0.0 0.0
C -6.28847 0.54038 0.43737 0.0 0.0 0.0
C -4.95637 0.31382 0.12941 0.0 0.0 0.0
H -3.49649 2.24558 2.49027 0.0 0.0 0.0
H -5.89101 2.64248 3.06648 0.0 0.0 0.0
H -7.66372 1.55504 1.73367 0.0 0.0 0.0
H -7.06505 0.08010 -0.16041 0.0 0.0 0.0
H -4.66691 -0.31418 -0.70377 0.0 0.0 0.0
C -0.19776 -4.95275 1.11617 0.0 0.0 0.0
C -0.58696 -4.32001 -0.05721 0.0 0.0 0.0
C -0.07132 -3.07380 -0.37918 -0.1 0.0 0.0
C 0.85599 -2.45993 0.46250 0.0 0.0 0.1
C 1.23703 -3.09417 1.64146 0.0 0.0 0.0
C 0.71038 -4.33671 1.96642 0.0 0.0 0.0
P 1.46776 -0.83672 -0.08168 -0.1 0.1 -0.1
C 2.90461 -1.25564 -1.11581 0.1 -0.1 0.0
C 3.08602 -0.59803 -2.32765 0.0 0.0 0.0
C 4.17638 -0.91318 -3.12987 0.0 0.0 0.0
C 5.08188 -1.88060 -2.72778 0.0 0.0 0.0
C 4.90390 -2.54340 -1.51756 0.0 0.0 0.0
C 3.81842 -2.23287 -0.71636 0.0 0.0 0.0
C 2.17483 -0.05184 1.40122 0.1 0.0 0.0
C 3.45490 0.49678 1.40277 0.0 0.0 0.0
C 3.88982 1.24990 2.48555 0.0 0.0 0.0
C 3.05434 1.46035 3.57287 0.0 0.0 0.0
C 1.77140 0.92766 3.57064 0.0 0.0 0.0
C 1.32925 0.18571 2.48739 0.0 0.0 0.0
H -0.61260 -5.91975 1.37243 0.0 0.0 0.0
H -1.30884 -4.78697 -0.71551 0.0 0.0 0.0
H -0.40479 -2.56277 -1.27792 0.0 0.0 0.0
H 1.94379 -2.61725 2.31157 0.0 0.0 0.0
H 1.00981 -4.82089 2.88818 0.0 0.0 0.0
H 2.39125 0.17404 -2.63485 0.0 0.0 0.0
H 4.31377 -0.39368 -4.06983 0.0 0.0 0.0
H 5.93014 -2.12296 -3.35691 0.0 0.0 0.0
H 5.60900 -3.30272 -1.20184 0.0 0.0 0.0
H 3.67233 -2.75431 0.22248 0.0 0.0 0.0
H 4.10511 0.36716 0.54642 0.0 0.0 0.0
H 4.88222 1.68370 2.46636 0.0 0.0 0.0
H 3.39472 2.05238 4.41374 0.0 0.0 0.0
H 1.10224 1.10811 4.40241 0.0 0.0 0.0
H 0.31033 -0.18620 2.47615 0.0 0.0 0.0
```
Positions in Å, forces in eV/Å.

The calculation puts the relative energy (zero: lowest compared OMol25 entry of this formula, charge and spin) at 0.0000 eV. The orbital gap comes out at 6.56 eV. Its net charge is -1.

=====

# C30H23F9N5O2SeV

C30H23F9N5O2SeV as an isolated structure (ωB97M-V with the def2-TZVPD basis set, the Open Molecules 2025 dataset).

XYZ file:
```
71
Properties=species:S:1:pos:R:3:forces:R:3
V -0.58426 -0.00827 -0.97717 -0.1 0.0 0.0
C 0.80392 -3.53643 -0.58691 0.0 0.0 0.0
C 1.11444 -2.32167 0.27141 0.0 0.0 0.0
N -0.05000 -1.43750 0.61772 0.0 0.0 0.0
C -1.13365 -2.32786 1.12261 0.0 0.0 0.0
C -2.21404 -1.68405 1.97204 0.0 0.0 0.0
C 0.46254 -0.51618 1.67881 0.0 0.0 0.0
C -0.29845 0.79080 1.80319 0.0 0.0 0.0
N -0.60170 1.24138 0.44623 0.0 0.0 0.0
C -0.90616 2.57173 0.20861 0.0 0.0 0.0
C -1.05492 2.94007 -1.12777 0.0 0.0 0.0
F -0.90797 1.92597 -2.05234 0.0 0.0 0.0
C -1.31313 4.21757 -1.55692 0.0 0.0 0.0
F -1.41999 4.46315 -2.86630 0.0 0.0 0.0
C -1.46431 5.22891 -0.62922 0.0 0.0 0.0
C -1.35697 4.89156 0.70570 0.0 0.0 0.0
F -1.52090 5.83661 1.63328 0.0 0.0 0.0
C -1.09687 3.59989 1.13434 0.0 0.0 0.0
F -1.05887 3.36626 2.44796 0.0 0.0 0.0
H 1.74734 -3.96772 -0.92192 0.0 0.0 0.0
H 0.21584 -3.29714 -1.46918 0.0 0.0 0.0
H 0.27498 -4.30900 -0.03067 0.0 0.0 0.0
H 1.86321 -1.69410 -0.20974 0.0 0.0 0.0
H 1.55190 -2.65835 1.21950 0.0 0.0 0.0
H -0.66052 -3.11516 1.72157 0.0 0.0 0.0
H -1.58077 -2.81533 0.25485 0.0 0.0 0.0
H -1.83284 -1.35760 2.93806 0.0 0.0 0.0
H -2.98406 -2.43273 2.16161 0.0 0.0 0.0
H -2.68795 -0.83659 1.48378 0.0 0.0 0.0
H 1.48048 -0.25851 1.38611 0.0 0.0 0.0
H 0.52371 -1.04450 2.63616 0.0 0.0 0.0
H 0.35648 1.50814 2.29791 0.0 0.0 0.0
H -1.21030 0.70194 2.39642 0.0 0.0 0.0
H -1.66644 6.24502 -0.93293 0.0 0.0 0.0
O -2.38933 -2.95724 -3.34887 0.0 0.0 0.0
C -2.08675 -1.98478 -2.69842 0.0 0.0 0.0
N -0.87334 -1.36597 -2.54961 0.0 0.0 0.0
C 0.19567 -1.69826 -3.35451 0.0 0.0 0.0
O 0.24416 -2.50324 -4.25283 0.0 0.0 0.0
C 1.40651 -0.86885 -2.99939 0.0 0.0 0.0
C 2.57390 -0.97741 -3.72048 0.0 0.0 0.0
C 3.64121 -0.15383 -3.38512 0.0 0.0 0.0
C 3.49036 0.75568 -2.35536 0.0 0.0 0.0
C 2.28731 0.80961 -1.66816 0.1 0.1 -0.1
N 1.27051 -0.00418 -1.97662 0.0 0.1 0.0
C -3.14404 -1.25419 -1.89632 0.0 0.0 0.0
C -4.48352 -1.56456 -2.03491 0.0 0.0 0.0
C -5.41273 -0.80879 -1.34118 0.0 0.0 0.0
C -4.97009 0.22936 -0.53347 0.0 0.0 0.0
C -3.61243 0.45951 -0.42720 0.0 0.0 0.0
N -2.71189 -0.27587 -1.09063 0.0 0.0 0.0
H 2.61272 -1.69538 -4.52725 0.0 0.0 0.0
H 4.57367 -0.21798 -3.93026 0.0 0.0 0.0
H 4.28471 1.42300 -2.05277 0.0 0.0 0.0
H 2.16438 1.53497 -0.86186 -0.1 -0.1 0.1
H -4.75476 -2.37823 -2.69243 0.0 0.0 0.0
H -6.47020 -1.01776 -1.43388 0.0 0.0 0.0
H -5.66159 0.85252 0.01514 0.0 0.0 0.0
H -3.21988 1.24404 0.20660 0.0 0.0 0.0
F 3.92176 -1.91866 4.44157 0.0 0.0 0.0
C 3.65892 -0.80900 3.74098 0.0 0.0 0.0
C 2.85275 0.18351 4.26826 0.0 0.0 0.0
F 2.32210 0.02048 5.48638 0.0 0.0 0.0
C 2.58253 1.32276 3.53145 0.0 0.0 0.0
F 1.76561 2.22226 4.09815 0.0 0.0 0.0
C 3.07946 1.53883 2.24402 0.0 0.0 0.0
Se 2.58167 3.04272 1.20897 0.0 0.0 0.0
C 3.90378 0.52019 1.76444 0.0 0.0 0.0
F 4.43778 0.60268 0.53130 0.0 0.0 0.0
C 4.18796 -0.63134 2.47588 0.0 0.0 0.0
F 4.96136 -1.58697 1.94155 0.0 0.0 0.0
```
Positions in Å, forces in eV/Å.

The calculation puts the relative energy (zero: lowest compared OMol25 entry of this formula, charge and spin) at 0.4231 eV. The multiplicity is 3. The orbital gap (spin up / spin down) comes out at 5.50 / 5.48 eV. Its net charge is 0. The expectation value of S² is 2.03.

=====

# C30H23GaN7O2S3

C30H23GaN7O2S3 as an isolated structure in a non-equilibrium geometry (ωB97M-V with the def2-TZVPD basis set, the Open Molecules 2025 dataset).

XYZ file:
```
66
Properties=species:S:1:pos:R:3:forces:R:3
Ga 0.49375 -0.57083 -0.04390 2.0 0.9 1.1
O 2.86885 -6.67440 3.59196 -0.7 1.2 -2.0
N 2.74992 -6.20248 2.45408 3.6 -5.0 -0.6
O 3.23095 -6.78906 1.43549 -1.2 1.1 2.2
C 2.19808 -4.94626 2.23163 -1.2 1.9 0.9
C 1.78833 -4.36339 3.40202 -0.2 0.2 -1.0
C 1.09498 -3.14423 3.35165 -1.9 2.5 -1.3
C 0.20633 -2.66032 4.38484 0.8 0.5 -1.7
C -0.54348 -1.50612 4.20561 1.1 -0.5 -0.6
C -0.44106 -0.82328 2.98484 0.2 1.4 -0.5
N 0.39912 -1.17668 2.00248 -0.5 -2.4 -0.8
C 1.05549 -2.39956 2.11050 -0.1 -0.3 1.5
C 1.57057 -3.04509 0.92821 -1.2 1.6 -2.1
N 1.35321 -2.37579 -0.31278 -0.3 -0.4 0.9
C 1.65615 -3.00163 -1.47169 -0.3 1.1 1.2
C 2.21633 -4.24829 -1.49973 -0.3 -1.3 -0.1
C 2.35502 -4.93341 -0.32058 2.2 -1.2 -0.5
C 2.03391 -4.35008 0.90170 0.2 0.1 2.2
H 1.91059 -4.83324 4.36303 0.1 -0.4 -0.1
H 0.07719 -3.26534 5.23693 0.0 -0.4 1.2
H -1.10398 -1.09470 5.01689 -0.6 0.0 0.2
H -1.00322 0.12252 2.75479 0.5 -1.1 0.6
H 1.48415 -2.46954 -2.37315 -0.2 0.6 -0.6
H 2.44281 -4.77095 -2.43013 0.1 0.5 0.2
H 2.96993 -5.87009 -0.28120 -1.3 0.8 -0.2
C -0.14537 -0.37975 -4.60332 -0.3 -0.2 -1.1
C 0.68360 0.64091 -3.89847 -0.5 0.7 0.0
N 1.03322 0.46983 -2.63907 0.4 -0.7 0.1
C 1.92035 1.43122 -2.21307 -0.4 1.3 -2.0
C 2.06956 2.44266 -3.15164 0.2 0.1 0.7
S 1.25254 2.20375 -4.65518 -0.2 -2.5 2.4
C 2.66662 1.38238 -0.96931 0.4 1.2 2.1
C 3.70324 2.26997 -0.72055 -1.1 -1.5 -0.9
S 4.32852 2.16371 0.82318 -1.5 -0.8 1.3
C 3.03038 1.08653 1.29351 -0.4 -0.5 -1.9
N 2.25274 0.67956 0.21990 0.6 1.4 -0.4
C 2.83998 0.61385 2.69539 0.5 -0.7 0.0
H -0.64452 -1.04110 -3.90997 -0.1 0.0 0.6
H 0.50713 -1.06246 -5.19015 -0.3 0.6 0.0
H -0.95906 0.01831 -5.25512 0.9 -0.1 0.3
H 2.59721 3.36493 -2.94997 0.1 -0.1 -0.3
H 4.07450 2.98898 -1.41311 0.5 0.1 -0.4
H 3.64396 -0.15574 2.91311 -0.8 1.0 0.1
H 1.85992 0.11685 2.77468 0.8 0.5 0.1
H 2.87915 1.47053 3.39186 0.2 -0.6 -0.2
S -5.07026 2.72325 0.37991 -0.6 -0.4 -0.2
C -3.58956 1.81735 0.22954 1.6 -0.7 0.5
C -3.52188 0.49039 -0.30601 -0.2 1.6 0.8
C -2.33448 -0.17644 -0.34770 -0.2 0.2 0.8
N -1.20250 0.41731 0.08782 0.7 -0.7 -1.9
C -1.21385 1.72335 0.43951 1.5 -0.7 1.1
C -2.36117 2.37768 0.73801 -1.7 0.4 -0.9
C -4.65678 4.03014 -0.74393 0.4 0.7 -2.1
C -4.71307 5.36582 -0.33634 0.2 0.0 1.1
C -4.46585 6.31807 -1.30439 -0.9 2.7 -1.1
N -4.20933 6.11913 -2.62009 0.9 -0.7 1.1
C -4.01446 4.85567 -3.02003 -1.6 -0.5 2.3
C -4.35732 3.76482 -2.13105 0.5 1.2 0.5
H -4.40927 -0.00226 -0.61604 -0.7 -0.2 -0.3
H -2.30978 -1.21529 -0.62499 0.2 -0.2 -0.2
H -0.20677 2.10136 0.62304 -0.4 0.3 0.2
H -2.36443 3.33232 1.28337 0.1 -0.4 -0.6
H -4.92386 5.73507 0.71604 0.2 -0.9 -1.4
H -4.61443 7.42989 -1.04708 0.4 -1.9 -0.3
H -3.70936 4.72402 -4.04571 -0.1 -0.3 -0.1
H -4.40916 2.75568 -2.52007 0.1 0.0 0.1
```
Positions in Å, forces in eV/Å.

The calculation puts the relative energy (zero: lowest compared OMol25 entry of this formula, charge and spin) at 0.9267 eV. The orbital gap comes out at 5.79 eV. Its net charge is +3.